No. 1
Below is a structure of composition C46H46BF6N6O10P2S2Se3Si2W in a non-equilibrium geometry, with properties calculated with the ωB97M-V functional and the def2-TZVPD basis.

Results
LUMO energy = 0.8199 eV
total charge = -1
HOMO = -4.993 eV

Structure (XYZ):
```
125
Properties=species:S:1:pos:R:3:lowdin_charge:R:1
W -0.2879 0.0442 0.4048 1.883
Se 6.7335 -0.1151 -1.8009 0.352
P 6.0731 0.2852 0.1546 0.565
C 6.6418 -0.9099 1.4005 -0.356
C 7.5111 -1.9140 1.0039 -0.099
C 8.0210 -2.8061 1.9413 -0.080
C 7.6658 -2.6884 3.2739 -0.086
C 6.7890 -1.6851 3.6745 -0.076
C 6.2773 -0.7981 2.7452 -0.121
C 6.7828 1.8784 0.7149 -0.324
C 7.5552 1.9994 1.8685 -0.069
C 8.1978 3.1960 2.1587 -0.080
C 8.0823 4.2792 1.3018 -0.087
C 7.3359 4.1579 0.1382 -0.079
C 6.7035 2.9620 -0.1559 -0.124
C 4.2619 0.2509 0.3554 -0.359
C 3.1198 0.7499 -0.2763 -0.376
N 2.0568 0.1797 0.3797 -0.148
N 2.5409 -0.6063 1.3272 -0.059
N 3.8298 -0.5780 1.3369 0.039
P 2.7024 1.8399 -1.6427 0.712
Se 0.5750 1.7317 -1.7356 0.678
C 3.2258 3.5246 -1.2679 -0.357
C 3.6286 3.9036 0.0014 -0.109
C 3.8924 5.2390 0.2770 -0.088
C 3.7642 6.1907 -0.7189 -0.077
C 3.3624 5.8138 -1.9982 -0.071
C 3.0789 4.4885 -2.2710 -0.091
C 3.5210 1.3962 -3.1810 -0.343
C 2.8869 0.4591 -3.9883 -0.084
C 3.4350 0.1171 -5.2137 -0.060
C 4.6093 0.7228 -5.6376 -0.074
C 5.2353 1.6701 -4.8394 -0.092
C 4.6948 2.0086 -3.6102 -0.144
H 7.7858 -1.9935 -0.0404 0.046
H 8.6925 -3.5938 1.6251 0.101
H 8.0657 -3.3793 4.0054 0.100
H 6.5006 -1.5997 4.7144 0.103
H 5.5885 -0.0261 3.0583 0.103
H 7.6738 1.1604 2.5378 0.091
H 8.7998 3.2742 3.0551 0.102
H 8.5855 5.2101 1.5315 0.100
H 7.2503 4.9922 -0.5463 0.106
H 6.1642 2.8513 -1.0847 0.066
H 3.7415 3.1543 0.7723 0.082
H 4.1899 5.5311 1.2763 0.113
H 3.9706 7.2313 -0.5023 0.103
H 3.2466 6.5607 -2.7731 0.103
H 2.7260 4.1890 -3.2508 0.114
H 1.9655 0.0120 -3.6477 0.061
H 2.9388 -0.6181 -5.8335 0.106
H 5.0390 0.4587 -6.5958 0.103
H 6.1495 2.1456 -5.1703 0.106
H 5.1886 2.7462 -2.9952 0.085
F -1.6149 -6.0973 0.5117 0.157
C -2.3888 -5.0069 0.4877 -0.793
F -3.5305 -5.3766 -0.1490 0.118
F -2.7364 -4.7295 1.7435 0.157
S -2.4027 -2.3703 -0.1596 0.960
O -1.9307 -0.2287 1.3728 -0.154
O -3.7502 -2.5570 0.3546 -0.349
N -2.4183 -2.2634 -1.7965 -0.388
S 0.7170 -2.4968 -1.2970 0.975
O -0.0229 -1.0457 -1.3473 -0.742
O 2.1437 -2.1849 -1.2023 -0.408
C 0.7306 -2.9165 -3.1487 -0.695
F 1.2934 -4.1440 -3.1223 0.089
F -0.4526 -3.0583 -3.7611 0.107
F 1.5023 -2.1468 -3.9119 0.111
C -3.3094 -3.2060 -2.4860 -0.134
Si -2.4270 -0.4798 -2.2400 0.435
C -1.4728 -0.2256 -3.8168 -0.165
C -4.2223 -0.3358 -2.7698 -0.166
N -1.8462 0.5632 -0.9344 -0.260
C -2.4725 1.7282 -0.4487 -0.306
C -3.6827 2.2183 -0.9324 -0.035
C -4.2663 3.3681 -0.4254 -0.100
C -3.6295 4.0541 0.5914 -0.095
C -2.4127 3.5929 1.0682 -0.056
C -1.7942 2.4472 0.5626 -0.304
N -0.5158 1.9959 0.9787 -0.260
Si 0.3120 3.0215 2.1673 0.487
C 0.5781 4.7088 1.3547 -0.159
C -0.6766 3.2409 3.7523 -0.143
C 2.0616 2.5689 2.7025 -0.142
H -3.2770 -3.0003 -3.5542 0.078
H -4.3346 -3.1416 -2.1195 0.084
H -2.9437 -4.2159 -2.3153 0.080
H -1.9647 -0.7356 -4.6500 0.042
H -0.4496 -0.5781 -3.7564 -0.010
H -1.4355 0.8446 -4.0390 0.031
H -4.4357 -1.1608 -3.4486 0.025
H -4.4337 0.5843 -3.3175 0.035
H -4.9140 -0.4099 -1.9271 0.052
H -4.1733 1.6958 -1.7331 0.058
H -5.2044 3.7195 -0.8356 0.096
H -4.0621 4.9507 1.0164 0.097
H -1.9372 4.1556 1.8543 0.059
H -0.2973 5.3580 1.4029 0.023
H 0.8380 4.5932 0.2983 0.028
H 1.3993 5.2312 1.8510 0.024
H -0.9196 4.2924 3.9293 0.038
H -0.1247 2.8691 4.6168 0.034
H -1.6147 2.6844 3.7003 0.040
H 2.4867 1.7147 2.1790 0.004
H 2.0614 2.3182 3.7624 0.027
H 2.7188 3.4280 2.5622 0.018
O -1.7440 -4.0305 -0.1425 -0.164
Se 0.4079 -2.4474 2.4786 1.336
O -1.3004 -1.9895 2.8943 -0.134
O 0.2075 -1.7575 0.8584 -0.777
O 0.3662 -4.0292 2.2575 -0.473
O 0.3583 0.1638 2.5070 -0.333
B -1.7154 -0.6578 2.6626 -0.939
O -1.9295 0.1374 3.7775 0.194
C -0.8047 0.1101 4.5616 -0.227
C -0.8379 0.0773 5.9370 0.002
C 0.3642 0.0162 6.6384 -0.100
C 1.5666 -0.0585 5.9512 -0.092
C 1.5959 -0.0250 4.5583 -0.044
C 0.4079 0.1094 3.8510 -0.377
H -1.7923 0.0843 6.4470 0.121
H 0.3594 -0.0113 7.7204 0.093
H 2.4967 -0.1538 6.4977 0.096
H 2.5254 -0.1099 4.0103 0.106
```



No. 2
Below is a cluster of 7 separate species, C46H46BrF6N2P in total, with properties calculated with the ωB97M-V functional and the def2-TZVPD basis.

Results
SMILES = CCP(C)[C@@H](C#N)[C@@H](C#N)C[C@@H](C)Br.Fc1ccccc1.Fc1ccccc1.Fc1ccccc1.Fc1ccccc1.Fc1ccccc1.Fc1ccccc1
LUMO energy = 0.5061 eV
HOMO = -8.918 eV

Structure (XYZ):
```
102
Properties=species:S:1:pos:R:3:lowdin_charge:R:1
C 3.3977 -1.1832 -2.6622 -0.160
C 3.6453 0.2967 -2.3000 -0.393
P 2.6440 1.4036 -3.4051 0.982
C 3.8349 2.5439 -4.2045 -0.274
C 1.7548 2.4281 -2.1129 -0.408
C 2.6666 3.3637 -1.4651 -0.269
N 3.3845 4.1044 -0.9594 0.168
C 0.4732 3.1892 -2.5989 -0.280
C 0.4238 3.3280 -4.0566 -0.214
N 0.4237 3.4709 -5.1964 0.195
C -0.8592 2.6585 -2.0340 -0.234
C -1.4647 1.4222 -2.6878 -0.692
C -0.5786 0.1868 -2.7981 -0.151
Br -3.0180 0.9490 -1.5529 0.722
H 2.5422 -1.2789 -3.3307 0.032
H 3.1761 -1.7683 -1.7711 0.062
H 4.2638 -1.5953 -3.1713 0.059
H 3.3439 0.4911 -1.2730 0.038
H 4.6942 0.5631 -2.4189 0.076
H 4.6788 1.9274 -4.5148 0.040
H 3.3652 2.9186 -5.1121 0.023
H 4.1674 3.3786 -3.5881 0.033
H 1.4483 1.7317 -1.3306 0.091
H 0.5660 4.2071 -2.2149 0.146
H -1.5834 3.4653 -2.1688 0.116
H -0.7755 2.5171 -0.9567 0.112
H -1.9056 1.6530 -3.6524 0.086
H -1.1907 -0.7097 -2.7353 0.057
H -0.0690 0.1692 -3.7608 0.063
H 0.1590 0.1263 -2.0002 0.058
F 1.5898 -0.3669 0.2030 0.034
C 2.1367 -1.0601 1.2328 -0.274
C 3.5094 -1.1807 1.3052 -0.013
C 4.0575 -1.8881 2.3650 -0.085
C 3.2310 -2.4664 3.3217 -0.103
C 1.8532 -2.3342 3.2193 -0.066
C 1.2942 -1.6207 2.1688 -0.009
H 4.1345 -0.7290 0.5465 0.109
H 5.1319 -1.9877 2.4439 0.111
H 3.6607 -3.0213 4.1452 0.099
H 1.2083 -2.7873 3.9598 0.110
H 0.2234 -1.4985 2.0736 0.117
F 4.3615 -4.0273 -3.6598 0.049
C 3.6902 -4.6889 -4.6258 -0.282
C 2.4088 -4.2855 -4.9426 -0.015
C 1.7247 -4.9668 -5.9387 -0.081
C 2.3221 -6.0347 -6.5938 -0.097
C 3.6109 -6.4222 -6.2541 -0.083
C 4.3078 -5.7451 -5.2637 -0.017
H 1.9607 -3.4543 -4.4152 0.106
H 0.7214 -4.6610 -6.2033 0.105
H 1.7835 -6.5641 -7.3681 0.101
H 4.0778 -7.2560 -6.7608 0.105
H 5.3148 -6.0263 -4.9867 0.117
F -3.8253 -2.4150 3.7274 0.051
C -4.3337 -1.1993 3.4323 -0.282
C -3.9487 -0.5836 2.2585 -0.020
C -4.4756 0.6645 1.9594 -0.095
C -5.3667 1.2762 2.8306 -0.092
C -5.7353 0.6355 4.0063 -0.077
C -5.2205 -0.6152 4.3139 -0.015
H -3.2496 -1.0748 1.5942 0.110
H -4.1821 1.1551 1.0415 0.038
H -5.7720 2.2508 2.5936 0.101
H -6.4262 1.1088 4.6911 0.104
H -5.4967 -1.1309 5.2185 0.097
F -7.1742 -0.9076 6.7368 0.040
C -7.8637 -2.0474 6.9679 -0.285
C -9.1116 -2.1962 6.3992 -0.016
C -9.8118 -3.3701 6.6352 -0.082
C -9.2621 -4.3652 7.4319 -0.096
C -8.0050 -4.1886 7.9931 -0.082
C -7.2922 -3.0214 7.7600 -0.017
H -9.5211 -1.4056 5.7849 0.118
H -10.7896 -3.5072 6.1937 0.105
H -9.8132 -5.2779 7.6142 0.101
H -7.5754 -4.9615 8.6158 0.105
H -6.3086 -2.8645 8.1819 0.118
F 5.3739 -2.9131 6.3712 0.051
C 6.0104 -1.7246 6.2858 -0.279
C 5.5635 -0.7969 5.3677 -0.016
C 6.2167 0.4242 5.2829 -0.075
C 7.3019 0.6951 6.1054 -0.096
C 7.7334 -0.2574 7.0187 -0.084
C 7.0843 -1.4799 7.1170 -0.018
H 4.7228 -1.0302 4.7324 0.081
H 5.8753 1.1648 4.5720 0.107
H 7.8100 1.6474 6.0349 0.101
H 8.5803 -0.0498 7.6587 0.104
H 7.4003 -2.2338 7.8254 0.117
F -4.9334 5.7431 -6.8015 0.053
C -3.7558 6.3619 -6.5783 -0.289
C -2.6732 5.6101 -6.1687 -0.017
C -1.4635 6.2501 -5.9433 -0.086
C -1.3557 7.6230 -6.1240 -0.096
C -2.4598 8.3577 -6.5343 -0.087
C -3.6733 7.7265 -6.7680 -0.021
H -2.7795 4.5420 -6.0316 0.113
H -0.6067 5.6721 -5.6303 0.064
H -0.4109 8.1189 -5.9458 0.100
H -2.3787 9.4275 -6.6733 0.103
H -4.5450 8.2778 -7.0937 0.116
```



No. 3
Below is a structure of composition C46H46FN5O6SSr, with properties calculated with the ωB97M-V functional and the def2-TZVPD basis.

Results
LUMO energy = -1.9359 eV
HOMO = -5.518 eV

Structure (XYZ):
```
106
Properties=species:S:1:pos:R:3:lowdin_charge:R:1
Sr -0.5095 -1.6293 0.2577 1.590
O -0.0073 -3.9449 0.5483 -0.282
C 0.2556 -4.7383 1.5424 -0.407
C 0.5813 -6.1007 1.3176 -0.032
C 0.7914 -6.9823 2.3526 -0.114
C 0.6994 -6.5685 3.6886 -0.124
C 0.4137 -5.2437 3.9377 -0.068
C 0.2120 -4.3272 2.9023 -0.162
C 0.0297 -2.9147 3.2065 -0.168
N -0.2806 -2.4193 4.3323 0.063
C -0.3979 -0.9866 4.4975 -0.218
C -0.2983 -0.0265 3.2996 -0.218
N -1.3475 -0.2144 2.2944 -0.064
C -2.5263 0.1642 2.5936 -0.120
C -3.7593 -0.0185 1.8406 -0.138
C -4.9063 0.5387 2.4350 -0.080
C -6.1688 0.4071 1.9070 -0.130
C -6.3094 -0.3439 0.7297 -0.116
C -5.2168 -0.9047 0.1185 -0.040
C -3.8881 -0.7560 0.6169 -0.396
O -2.9114 -1.2837 -0.0259 -0.233
H 0.6435 -6.4283 0.2865 0.103
H 1.0302 -8.0162 2.1267 0.091
H 0.8602 -7.2659 4.5000 0.083
H 0.3519 -4.8740 4.9560 0.099
H 0.2609 -2.2350 2.3866 0.028
H 0.3606 -0.6718 5.2251 0.105
H -1.3664 -0.8018 4.9776 0.105
H 0.6712 -0.1217 2.8014 0.092
H -0.3516 0.9812 3.7302 0.114
H -2.6782 0.7098 3.5376 0.121
H -4.7774 1.0857 3.3643 0.101
H -7.0271 0.8413 2.4013 0.085
H -7.2949 -0.4977 0.3029 0.092
H -5.3263 -1.4986 -0.7817 0.102
C 0.7351 4.4526 -4.0835 -0.066
C 0.9893 3.1618 -4.8496 -0.198
N 0.5422 1.9753 -4.1267 -0.044
C 1.4039 1.3923 -3.2350 0.034
C 1.1213 0.3280 -2.4537 -0.024
C 2.0902 -0.0082 -1.3204 -0.623
O 3.2905 0.0501 -1.5740 0.028
O 1.5110 -0.2000 -0.2083 -0.156
C -0.1240 -0.3609 -2.6761 -0.317
O -0.4167 -1.4780 -2.2515 -0.044
C -1.1195 0.3907 -3.4628 -0.035
C -2.4399 -0.0458 -3.4302 0.107
C -3.3981 0.6551 -4.1065 -0.186
F -4.6720 0.1984 -4.1082 0.066
C -3.0926 1.8281 -4.7991 -0.157
C -1.7787 2.2623 -4.8303 0.049
C -0.7709 1.5507 -4.1673 -0.127
N -4.0818 2.6323 -5.4471 -0.118
C -5.4472 2.6502 -4.9331 -0.128
C -6.1778 3.8283 -5.6068 -0.071
N -5.1300 4.7577 -6.1479 0.043
C -4.4206 4.1214 -7.3142 -0.074
C -4.0717 2.6796 -6.8999 -0.123
H 1.1004 5.3102 -4.6498 0.077
H 1.2541 4.4307 -3.1252 0.084
H -0.3279 4.5941 -3.8829 0.065
H 2.0545 3.0382 -5.0377 0.124
H 0.5053 3.1737 -5.8271 0.112
H 2.3835 1.8509 -3.1635 0.149
H -2.6922 -0.9282 -2.8512 0.144
H -1.5627 3.2004 -5.3249 0.106
H -5.4116 2.7848 -3.8531 0.144
H -6.0083 1.7375 -5.1372 0.127
H -6.8122 4.3765 -4.9152 0.136
H -6.7757 3.5127 -6.4595 0.134
H -4.4290 4.8757 -5.4112 0.181
H -5.5136 5.6672 -6.3961 0.183
H -3.5349 4.7219 -7.5116 0.133
H -5.0884 4.1682 -8.1718 0.133
H -3.0847 2.4198 -7.2726 0.134
H -4.7868 1.9700 -7.3344 0.136
O 2.5121 -2.5390 1.9685 -0.503
S 3.8616 -1.9541 1.7324 0.981
C 4.9022 -2.5340 3.1215 -0.267
C 4.3295 -2.2745 4.4854 -0.269
C 5.0043 -1.4526 5.3854 -0.069
C 4.4736 -1.1842 6.6394 -0.093
C 3.2528 -1.7340 7.0072 -0.095
C 2.5788 -2.5660 6.1229 -0.078
C 3.1168 -2.8466 4.8740 -0.027
C 3.7510 -0.1911 2.1610 -0.273
C 5.0597 0.5190 1.9652 -0.268
C 5.6122 0.6097 0.6862 -0.036
C 6.8382 1.2329 0.4993 -0.080
C 7.5223 1.7808 1.5779 -0.103
C 6.9678 1.7103 2.8479 -0.091
C 5.7450 1.0802 3.0382 -0.057
H 5.8857 -2.0793 2.9897 0.092
H 4.9904 -3.6032 2.9174 0.097
H 5.9580 -1.0251 5.1001 0.103
H 5.0142 -0.5469 7.3287 0.097
H 2.8326 -1.5210 7.9824 0.097
H 1.6214 -2.9952 6.3899 0.097
H 2.5875 -3.4971 4.1924 0.096
H 3.3718 -0.1272 3.1830 0.098
H 2.9904 0.1549 1.4580 0.069
H 5.0605 0.2086 -0.1563 0.089
H 7.2597 1.2937 -0.4964 0.100
H 8.4790 2.2656 1.4284 0.095
H 7.4870 2.1464 3.6924 0.098
H 5.3096 1.0288 4.0278 0.101
```



No. 4
Below is a structure of composition C46H46N5O3PSeV in a non-equilibrium geometry, with properties calculated with the ωB97M-V functional and the def2-TZVPD basis.

Results
<S²> = 2.012
LUMO energy (spin up / spin down) = -3.0443 / -2.9632 eV
total charge = +1
multiplicity = 3
HOMO (spin up / spin down) = -9.625 / -9.643 eV

Structure (XYZ):
```
103
Properties=species:S:1:pos:R:3:mulliken_spin:R:1
V 0.3438 -0.2066 0.4161 1.897
O 3.3894 0.6403 2.7902 0.006
C 2.5570 0.1427 2.0525 -0.006
N 1.3982 0.6638 1.6426 0.015
C 1.1976 2.0857 1.6376 -0.027
C 1.1542 2.4231 0.1682 0.057
C 1.3226 3.6835 -0.3825 -0.002
C 1.3480 3.8175 -1.7631 0.010
C 1.2048 2.6826 -2.5515 0.004
C 1.0073 1.4643 -1.9314 0.069
N 0.9830 1.3385 -0.6055 -0.106
C 2.7762 -1.1498 1.3146 0.013
C 3.7344 -2.0799 1.6733 -0.007
C 3.9623 -3.1624 0.8326 0.010
C 3.2725 -3.2053 -0.3705 -0.004
C 2.3285 -2.2302 -0.6479 0.015
N 2.0347 -1.2353 0.1925 -0.093
H 2.0104 2.6095 2.1608 0.006
H 0.2382 2.3437 2.1147 -0.001
H 1.4410 4.5401 0.2626 0.001
H 1.4850 4.7854 -2.2168 0.000
H 1.2345 2.7384 -3.6274 0.000
H 0.8602 0.5533 -2.5071 -0.038
H 4.2832 -1.9330 2.5907 0.000
H 4.6709 -3.9321 1.0973 0.000
H 3.4582 -3.9864 -1.0905 0.001
H 1.7972 -2.2360 -1.5935 0.008
O -3.1125 1.0790 1.4062 0.021
C -2.4506 0.0911 1.1544 0.022
O -1.1833 0.1141 0.9294 -0.033
C -3.0318 -1.2936 1.1573 0.014
C -4.1766 -1.4931 1.9226 0.000
C -4.7123 -2.7594 2.0604 -0.001
C -4.0911 -3.8376 1.4501 0.002
C -2.9587 -3.6441 0.6798 -0.004
C -2.4213 -2.3676 0.5071 0.002
P -0.9371 -2.1689 -0.5472 0.076
C -0.0779 -3.6895 -0.0041 -0.050
C 0.1504 -4.7853 -0.8261 -0.002
C 0.7942 -5.9018 -0.3225 0.001
C 1.2107 -5.9325 0.9965 -0.001
C 0.9902 -4.8382 1.8202 0.011
C 0.3484 -3.7200 1.3236 0.035
C -1.5146 -2.6711 -2.2150 -0.026
C -0.6463 -2.4506 -3.2836 0.024
C -0.9564 -2.9161 -4.5482 0.003
C -2.1434 -3.5992 -4.7623 0.000
C -3.0279 -3.7874 -3.7132 0.001
C -2.7222 -3.3222 -2.4459 0.001
H -4.6146 -0.6387 2.4156 0.000
H -5.6011 -2.9078 2.6527 0.000
H -4.4883 -4.8337 1.5756 0.000
H -2.4694 -4.4948 0.2254 0.000
H -0.1949 -4.7728 -1.8491 0.000
H 0.9500 -6.7566 -0.9617 0.000
H 1.7020 -6.8104 1.3863 0.000
H 1.3154 -4.8661 2.8496 0.000
H 0.1547 -2.8591 1.9662 -0.015
H 0.2822 -1.9137 -3.1265 0.006
H -0.2699 -2.7474 -5.3652 0.000
H -2.3811 -3.9793 -5.7433 0.000
H -3.9583 -4.3094 -3.8804 0.000
H -3.4253 -3.4730 -1.6405 0.001
C -1.9167 0.2498 -5.5219 0.000
C -3.3769 0.6242 -5.7254 0.000
C -4.3682 -0.4066 -5.1837 0.000
C -4.4492 -0.4953 -3.6556 -0.002
N -4.6427 0.7841 -3.0308 0.003
C -3.7149 1.4446 -2.3018 0.007
Se -2.0590 0.7986 -1.8773 0.072
N -4.2122 2.6398 -1.9239 0.003
C -3.5380 3.6005 -1.0827 0.000
C -2.3320 4.2883 -1.7301 0.001
C -2.5990 5.0786 -3.0112 0.000
C -2.8273 4.1982 -4.2359 0.000
C -5.5001 2.7499 -2.4045 0.000
C -6.4604 3.7466 -2.2964 0.000
C -7.6840 3.5183 -2.8994 0.000
C -7.9498 2.3426 -3.5996 0.000
C -6.9992 1.3463 -3.7189 0.000
C -5.7719 1.5649 -3.1122 0.001
H -1.2816 0.9601 -6.0432 0.000
H -1.7243 -0.7454 -5.9102 0.000
H -1.6549 0.2691 -4.4671 0.000
H -3.5617 0.7264 -6.7968 0.000
H -3.5687 1.5946 -5.2639 0.000
H -4.0926 -1.3975 -5.5487 0.000
H -5.3555 -0.1587 -5.5764 0.000
H -3.5231 -0.9083 -3.2504 0.000
H -5.2797 -1.1497 -3.3730 0.000
H -3.1891 3.0752 -0.1861 0.000
H -4.2831 4.3389 -0.7839 0.000
H -1.5657 3.5379 -1.9373 -0.001
H -1.9358 4.9686 -0.9739 0.000
H -1.7206 5.7019 -3.1936 0.000
H -3.4503 5.7466 -2.8700 0.000
H -2.1385 3.3549 -4.2280 0.000
H -2.6574 4.7652 -5.1474 0.000
H -3.8452 3.8187 -4.2683 0.000
H -6.2670 4.6654 -1.7658 0.000
H -8.4560 4.2682 -2.8237 0.000
H -8.9166 2.2117 -4.0615 0.000
H -7.2019 0.4348 -4.2580 0.000
```



Respective energy above the lowest of the compared OMol25 structures with the same formula, charge and spin values: 0.0; 0.0; 41.2; 61.7 kcal per mole.
Respective electronic energy values: -348723.1129; -147063.6517; -82573.6764; -162362.6280 eV.